Below is an isolated molecule of C7H12N2O at a distorted geometry, with properties calculated with the ωB97M-V functional and the def2-TZVPD basis.

Calculated values
**Lowest unoccupied orbital energy (spin up / spin down)**: 0.008 / 0.008 Ha
**Maximum force**: 0.09440 Eh/bohr
**E_HOMO (spin up / spin down)**: -8.50 / -8.50 eV
**Net charge**: 0
**Molecular weight**: 140.19 u
**Multiplicity**: 1
**Energy above the lowest of the compared OMol25 structures with the same formula, charge and spin**: 365.06 kJ/mol
**Kohn-Sham gap (spin up / spin down)**: 8.720 / 8.721 eV

Geometry (Å):
C 2.229 1.482 -0.944
C -2.297 -0.512 -0.035
C 0.114 -2.456 -0.146
N -0.777 0.883 1.438
C -0.221 1.361 0.245
C 1.478 1.179 0.322
C -0.980 -0.296 0.656
C 0.116 -1.174 0.627
N -0.609 2.180 -0.678
O 1.976 1.345 1.421
H -0.049 0.775 2.151
H -1.504 1.870 -1.064
H 0.768 -1.205 1.498
H 1.612 1.650 -1.825
H 2.900 0.649 -1.164
H 2.820 2.392 -0.816
H -2.799 -1.409 0.334
H -2.157 -0.636 -1.111
H -2.960 0.344 0.109
H -0.399 -3.248 0.412
H -0.397 -2.369 -1.106
H 1.135 -2.804 -0.322

---

Below is a cluster of 2 separate species, C14H16 in total at a distorted geometry, with properties calculated with the ωB97M-V functional and the def2-TZVPD basis.

Calculated values
**Lowest unoccupied orbital energy**: 0.033 Ha
**Maximum force**: 0.06320 Eh/bohr
**E_HOMO**: -8.89 eV
**SMILES**: Cc1ccccc1.Cc1ccccc1
**Net charge**: 0
**Molecular weight**: 184.28 u
**Multiplicity**: 1
**Energy above the lowest of the compared OMol25 structures with the same formula, charge and spin**: 82.40 kJ/mol
**Kohn-Sham gap**: 9.796 eV

Geometry (Å):
C 2.852 -0.379 -2.225
C 2.494 -0.127 -0.783
C 3.292 0.808 -0.089
C 3.176 1.033 1.272
C 2.211 0.340 1.976
C 1.427 -0.600 1.309
C 1.610 -0.904 -0.024
H 2.483 0.429 -2.867
H 2.429 -1.325 -2.566
H 3.918 -0.395 -2.394
H 4.059 1.253 -0.714
H 3.758 1.790 1.782
H 2.077 0.353 3.049
H 0.654 -1.124 1.861
H 1.053 -1.677 -0.538
C -1.875 -1.012 -2.236
C -2.138 -0.445 -0.875
C -3.063 -1.017 0.001
C -3.669 -0.322 1.041
C -3.042 0.872 1.430
C -1.978 1.387 0.734
C -1.529 0.683 -0.423
H -2.749 -0.940 -2.891
H -1.518 -2.034 -2.100
H -1.192 -0.373 -2.789
H -3.480 -1.999 -0.225
H -4.633 -0.698 1.347
H -3.386 1.389 2.322
H -1.520 2.313 1.043
H -0.720 1.242 -0.888

---

Below is a structure of composition C46H44MnN2O6P, with properties calculated with the ωB97M-V functional and the def2-TZVPD basis.

Calculated values
**Lowest unoccupied orbital energy (spin up / spin down)**: 0.093 / 0.093 Ha
**Maximum force**: 0.00884 Eh/bohr
**E_HOMO (spin up / spin down)**: -4.01 / -4.20 eV
**Net charge**: -1
**Molecular weight**: 806.78 u
**Multiplicity**: 6
**Energy above the lowest of the compared OMol25 structures with the same formula, charge and spin**: 49.25 kJ/mol
**Kohn-Sham gap (spin up / spin down)**: 6.542 / 6.731 eV

Geometry (Å):
Mn -0.140 0.723 -0.138
O 2.114 -2.813 2.494
C 1.338 -2.665 1.543
O 0.294 -1.958 1.490
C 1.691 -3.354 0.224
C 2.731 -4.275 0.188
C 3.117 -4.869 -1.002
C 2.459 -4.532 -2.178
C 1.414 -3.621 -2.151
C 1.014 -3.026 -0.953
P -0.377 -1.831 -0.880
C -1.758 -2.864 -0.276
C -2.716 -2.318 0.572
C -3.768 -3.098 1.031
C -3.873 -4.430 0.653
C -2.919 -4.982 -0.189
C -1.868 -4.201 -0.650
C -0.807 -1.670 -2.668
C -1.950 -2.180 -3.279
C -2.242 -1.876 -4.603
C -1.395 -1.062 -5.339
C -0.257 -0.539 -4.738
C 0.024 -0.832 -3.414
H 3.225 -4.496 1.125
H 3.928 -5.587 -1.015
H 2.750 -4.984 -3.118
H 0.903 -3.379 -3.074
H -2.633 -1.281 0.870
H -4.500 -2.663 1.700
H -4.692 -5.036 1.020
H -2.986 -6.021 -0.486
H -1.123 -4.639 -1.304
H -2.628 -2.809 -2.715
H -3.141 -2.276 -5.058
H -1.626 -0.825 -6.370
H 0.404 0.115 -5.294
H 0.898 -0.388 -2.942
C -7.029 0.263 -1.275
O -6.577 1.426 -1.939
C -5.241 1.701 -1.895
C -4.851 2.862 -2.601
C -3.530 3.202 -2.612
C -2.533 2.442 -1.959
C -1.145 2.813 -2.114
C -0.795 4.156 -2.719
O -0.179 2.082 -1.819
C -2.939 1.283 -1.212
O -2.145 0.554 -0.529
C -4.322 0.940 -1.223
H -8.101 0.209 -1.455
H -6.843 0.323 -0.199
H -6.547 -0.635 -1.669
H -5.602 3.441 -3.118
H -3.232 4.083 -3.165
H -0.939 4.134 -3.801
H 0.252 4.356 -2.507
H -1.413 4.955 -2.312
H -4.592 0.059 -0.662
C 2.787 5.093 2.066
C 1.937 4.707 3.100
C 0.974 3.735 2.913
C 0.809 3.094 1.664
C 1.662 3.512 0.624
C 2.633 4.479 0.830
N -0.052 2.047 1.460
C -1.182 1.916 2.275
C -1.565 0.639 2.702
C -2.744 0.449 3.408
C -3.564 1.523 3.728
C -3.183 2.797 3.324
C -2.015 2.994 2.608
H 3.543 5.851 2.221
H 2.039 5.163 4.079
H 0.347 3.434 3.742
H 1.559 3.054 -0.354
H 3.278 4.756 0.003
H -0.929 -0.215 2.481
H -3.009 -0.556 3.717
H -4.483 1.372 4.281
H -3.810 3.650 3.556
H -1.745 3.992 2.282
O 2.071 0.254 -0.245
C 2.960 0.613 0.521
C 2.929 0.384 2.007
C 4.208 -0.390 2.396
C 4.710 -1.391 1.338
C 5.624 -0.833 0.237
C 4.918 0.105 -0.743
N 4.152 1.108 0.012
H 2.033 -0.192 2.231
H 2.864 1.335 2.539
H 3.986 -0.935 3.312
H 5.018 0.312 2.634
H 3.854 -1.889 0.883
H 5.251 -2.185 1.856
H 6.062 -1.664 -0.324
H 6.462 -0.297 0.699
H 4.212 -0.435 -1.374
H 5.632 0.610 -1.397
H 4.725 1.478 0.761

---

Below is a structure of composition C21H24AsIrO3S4Sb at a distorted geometry, with properties calculated with the ωB97M-V functional and the def2-TZVPD basis.

Calculated values
**Lowest unoccupied orbital energy (spin up / spin down)**: 0.081 / 0.077 Ha
**Maximum force**: 0.05052 Eh/bohr
**E_HOMO (spin up / spin down)**: -4.11 / -4.11 eV
**Net charge**: -1
**Molecular weight**: 841.59 u
**Multiplicity**: 5
**Energy above the lowest of the compared OMol25 structures with the same formula, charge and spin**: 0.00 kJ/mol
**Kohn-Sham gap (spin up / spin down)**: 6.314 / 6.209 eV

Geometry (Å):
Ir 2.116 -0.078 2.117
S 1.543 -3.398 5.202
Sb 3.320 -1.771 5.166
S 1.426 -0.313 5.005
S 3.851 -1.599 2.803
O 0.671 0.616 -0.376
As -0.709 -0.236 -0.595
C -0.796 -0.881 -2.417
C -0.664 0.079 -3.419
C -0.654 -0.302 -4.751
C -0.759 -1.645 -5.090
C -0.868 -2.604 -4.096
C -0.888 -2.224 -2.759
C -2.222 0.925 -0.380
C -3.308 0.942 -1.246
C -4.367 1.810 -1.007
C -4.335 2.650 0.096
C -3.248 2.631 0.961
C -2.185 1.772 0.726
C -1.156 -1.779 0.471
C -0.436 -2.324 1.523
C -0.910 -3.475 2.150
C -2.094 -4.067 1.750
C -2.839 -3.504 0.720
C -2.368 -2.365 0.090
H -0.559 1.123 -3.148
H -0.556 0.448 -5.526
H -0.746 -1.942 -6.131
H -0.935 -3.653 -4.358
H -0.969 -2.977 -1.987
H -3.329 0.290 -2.112
H -5.213 1.829 -1.682
H -5.163 3.323 0.285
H -3.229 3.284 1.824
H -1.325 1.738 1.392
H 0.456 -1.892 1.954
H -0.337 -3.871 2.980
H -2.448 -4.958 2.255
H -3.779 -3.944 0.412
H -2.955 -1.926 -0.710
C 4.816 2.809 0.201
S 3.208 2.800 0.992
C 3.178 4.535 1.438
O 3.417 2.090 2.297
H 4.771 3.437 -0.690
H 5.031 1.780 -0.078
H 5.562 3.174 0.906
H 3.172 5.140 0.531
H 4.044 4.764 2.060
H 2.261 4.697 2.000
C 3.088 -0.400 0.257
H 2.935 0.424 -0.437
H 2.689 -1.295 -0.222
H 4.153 -0.552 0.445
O 0.641 0.865 2.212

---

Below is a structure of composition C4H8INS at a distorted geometry, with properties calculated with the ωB97M-V functional and the def2-TZVPD basis.

Calculated values
**Lowest unoccupied orbital energy**: 0.012 Ha
**Maximum force**: 0.10043 Eh/bohr
**E_HOMO**: -7.94 eV
**Net charge**: 0
**Molecular weight**: 229.09 u
**Multiplicity**: 1
**Energy above the lowest of the compared OMol25 structures with the same formula, charge and spin**: 333.69 kJ/mol
**Kohn-Sham gap**: 8.250 eV

Geometry (Å):
C 0.771 0.971 -0.526
C 0.086 0.142 0.311
C 1.641 2.145 -0.042
C -0.382 -2.438 -0.099
N -2.432 -0.770 0.685
S -1.201 -0.838 -0.343
I -4.085 0.306 0.068
H 0.731 0.944 -1.599
H 0.077 0.337 1.381
H 1.179 3.048 -0.115
H 1.589 1.954 0.922
H 2.651 2.161 -0.454
H -0.865 -3.097 -0.910
H -0.479 -2.745 0.951
H 0.717 -2.121 -0.230

---

Below is a structure of composition C33H24BrF9KNOPSi, with properties calculated with the ωB97M-V functional and the def2-TZVPD basis.

Calculated values
**Lowest unoccupied orbital energy**: 0.074 Ha
**Maximum force**: 0.00358 Eh/bohr
**E_HOMO**: -4.12 eV
**Net charge**: -1
**Molecular weight**: 799.61 u
**Multiplicity**: 1
**Energy above the lowest of the compared OMol25 structures with the same formula, charge and spin**: 0.00 kJ/mol
**Kohn-Sham gap**: 6.135 eV

Geometry (Å):
K -1.534 1.344 -1.220
F -2.007 -6.269 -0.915
C -1.341 -5.123 -1.041
C -0.200 -4.898 -0.302
F 0.249 -5.833 0.533
C 0.473 -3.698 -0.447
F 1.602 -3.561 0.256
C 0.025 -2.683 -1.281
P 0.882 -1.057 -1.478
C 1.347 -0.578 0.215
C 2.335 0.407 0.334
C 2.673 0.905 1.580
C 2.009 0.448 2.715
C 1.004 -0.495 2.593
C 0.669 -1.007 1.346
C 2.458 -1.631 -2.217
C 3.574 -2.037 -1.490
C 4.707 -2.491 -2.147
C 4.735 -2.550 -3.535
C 3.632 -2.139 -4.267
C 2.501 -1.673 -3.610
C -1.129 -2.947 -2.027
Br -1.865 -1.697 -3.243
C -1.794 -4.152 -1.913
F -2.901 -4.408 -2.615
H 2.835 0.790 -0.547
H 3.436 1.669 1.659
H 2.259 0.851 3.689
H 0.453 -0.832 3.462
H -0.138 -1.725 1.273
H 3.558 -1.988 -0.409
H 5.571 -2.803 -1.573
H 5.620 -2.910 -4.043
H 3.653 -2.168 -5.349
H 1.644 -1.331 -4.179
C -3.652 3.134 2.218
Si -2.131 2.017 2.278
C -1.763 1.766 4.124
C -0.661 3.038 1.657
N -2.336 0.668 1.286
C -2.651 -0.620 1.499
C -2.444 -1.327 2.723
C -2.691 -2.681 2.848
C -3.192 -3.433 1.785
C -3.458 -2.765 0.595
C -3.196 -1.414 0.450
H -3.521 4.028 2.834
H -4.533 2.598 2.581
H -3.861 3.456 1.195
H -1.607 2.739 4.601
H -0.850 1.180 4.264
H -2.576 1.263 4.654
H -0.617 4.003 2.169
H -0.663 3.258 0.585
H 0.270 2.504 1.868
H -2.070 -0.774 3.574
H -2.494 -3.165 3.800
H -3.394 -4.492 1.893
H -3.908 -3.305 -0.234
H -3.450 -0.920 -0.484
F 3.034 6.262 -1.183
C 1.976 5.538 -1.606
C 2.019 4.157 -1.630
F 3.131 3.517 -1.219
C 0.934 3.438 -2.082
F 1.027 2.078 -2.078
C -0.294 4.010 -2.510
O -1.299 3.314 -2.861
C -0.271 5.432 -2.474
F -1.372 6.102 -2.864
C 0.815 6.161 -2.038
F 0.756 7.504 -2.024

---

Below is a cluster of 2 separate species, C3H4O2S in total at a distorted geometry, with properties calculated with the ωB97M-V functional and the def2-TZVPD basis.

Calculated values
**Lowest unoccupied orbital energy**: 0.019 Ha
**Maximum force**: 0.09731 Eh/bohr
**E_HOMO**: -8.55 eV
**SMILES**: O=C=O.C=CS
**Net charge**: 0
**Molecular weight**: 104.13 u
**Multiplicity**: 1
**Energy above the lowest of the compared OMol25 structures with the same formula, charge and spin**: 110.61 kJ/mol
**Kohn-Sham gap**: 9.055 eV

Geometry (Å):
O -2.990 0.996 -0.376
C -2.175 0.498 0.237
O -1.327 -0.087 0.726
C 0.898 0.566 -0.956
C 0.893 -0.196 0.165
S 1.018 -1.878 0.381
H 0.882 -0.125 -1.829
H 0.573 1.548 -1.064
H 0.875 0.372 1.078
H 1.352 -1.695 1.639

---

Below is a structure of composition C45H56CrF15FeN5O11S3 at a distorted geometry, with properties calculated with the ωB97M-V functional and the def2-TZVPD basis.

Calculated values
**Lowest unoccupied orbital energy (spin up / spin down)**: -0.003 / -0.004 Ha
**Maximum force**: 0.06195 Eh/bohr
**E_HOMO (spin up / spin down)**: -8.70 / -8.70 eV
**Net charge**: 0
**Molecular weight**: 1331.98 u
**Multiplicity**: 9
**Kohn-Sham gap (spin up / spin down)**: 8.600 / 8.589 eV

Geometry (Å):
Fe 13.883 19.047 13.589
Cr 15.616 16.723 11.411
C 14.351 14.661 14.816
F 13.399 14.736 13.859
F 13.687 14.457 15.957
F 15.095 13.550 14.585
S 15.324 16.236 14.713
O 14.260 17.220 14.446
O 15.907 16.315 16.023
O 16.192 15.937 13.570
C 11.422 17.635 9.949
F 10.157 17.798 10.214
F 11.495 16.798 8.863
F 11.921 18.776 9.591
S 12.319 16.992 11.437
O 12.316 18.213 12.263
O 11.419 15.935 11.801
O 13.677 16.613 11.040
C 10.488 18.057 15.006
F 11.300 17.052 14.709
F 9.549 18.284 14.072
F 9.804 17.703 16.094
S 11.359 19.656 15.402
O 12.169 19.345 16.555
O 12.219 19.911 14.180
O 10.325 20.639 15.548
C 15.150 19.422 10.836
O 15.813 18.898 9.694
O 15.202 18.606 11.939
C 15.891 20.686 11.245
F 15.298 21.254 12.375
F 17.228 20.662 11.439
F 15.754 21.645 10.300
C 15.238 19.398 8.425
C 14.696 18.192 7.663
H 15.444 17.451 7.392
H 13.848 17.742 8.235
H 14.226 18.484 6.670
H 15.971 19.973 7.886
H 14.443 20.083 8.753
H 14.116 19.696 10.664
F 14.930 7.513 11.928
C 14.678 8.370 12.960
C 15.711 9.042 13.583
C 15.380 9.837 14.647
C 14.067 9.853 15.131
C 13.052 9.090 14.549
C 13.403 8.355 13.411
H 16.720 8.883 13.249
H 16.114 10.485 15.151
H 13.858 10.451 16.006
H 12.020 9.088 14.911
H 12.615 7.710 12.972
F 10.482 10.984 16.003
C 10.040 11.984 15.083
C 8.842 11.674 14.425
C 8.313 12.584 13.499
C 8.927 13.798 13.300
C 10.118 14.117 13.931
C 10.701 13.215 14.896
H 8.378 10.692 14.661
H 7.365 12.453 13.054
H 8.505 14.555 12.623
H 10.606 15.067 13.793
H 11.616 13.413 15.430
F 11.319 16.334 20.636
C 12.569 16.439 20.170
C 13.653 15.862 20.806
C 14.901 15.940 20.228
C 15.096 16.556 19.057
C 14.018 17.148 18.363
C 12.708 17.018 18.842
H 13.513 15.434 21.762
H 15.716 15.495 20.765
H 16.067 16.612 18.607
H 14.152 17.630 17.395
H 11.900 17.488 18.284
C 17.945 12.341 12.580
C 17.667 11.890 11.219
C 16.211 12.118 10.895
C 15.988 13.556 10.849
N 15.893 14.694 10.837
H 17.173 11.886 13.244
H 17.936 13.419 12.608
H 18.841 11.960 13.026
H 17.784 10.801 11.087
H 18.300 12.433 10.541
H 15.537 11.697 11.659
H 15.957 11.674 9.934
C 12.922 11.700 11.660
C 11.526 11.554 11.122
C 11.109 12.830 10.409
C 11.975 13.255 9.330
N 12.820 13.598 8.615
H 12.917 12.280 12.562
H 13.537 12.185 10.913
H 13.354 10.748 11.866
H 10.750 11.378 11.859
H 11.511 10.792 10.415
H 11.049 13.736 11.090
H 10.099 12.722 10.024
C 17.824 19.605 17.382
C 16.512 20.078 17.993
C 15.863 21.233 17.188
C 15.436 20.759 15.899
N 15.020 20.262 14.956
H 18.200 18.699 17.934
H 18.603 20.358 17.383
H 17.697 19.289 16.334
H 16.681 20.516 19.025
H 15.758 19.274 18.152
H 16.588 22.013 17.050
H 14.950 21.642 17.633
C 19.759 16.681 14.138
C 19.727 18.105 13.627
C 19.835 18.225 12.092
C 18.590 17.809 11.504
N 17.570 17.395 11.249
H 20.660 16.198 13.730
H 18.901 16.083 13.779
H 19.725 16.709 15.230
H 20.455 18.774 14.040
H 18.719 18.506 13.812
H 20.625 17.629 11.663
H 19.950 19.311 11.897
C 17.366 13.020 17.859
C 16.158 12.160 18.120
C 16.375 10.905 18.950
C 16.541 11.144 20.419
N 16.547 11.354 21.566
H 18.149 12.376 17.357
H 17.763 13.476 18.797
H 17.026 13.800 17.174
H 15.742 11.881 17.189
H 15.353 12.737 18.592
H 17.309 10.493 18.677
H 15.494 10.288 18.913

---

Number 1: total energy -12477.7762 eV. Number 2: total energy -14776.9114 eV. Number 3: total energy -104296.2353 eV. Number 4: total energy -141862.4486 eV. Number 5: total energy -24699.8351 eV. Number 6: total energy -166142.7282 eV. Number 7: total energy -18104.9189 eV. Number 8: total energy -213626.1218 eV.